DFT (ωB97M-V with the def2-TZVPD basis set) results for a structure of composition C40H45BrCoN4OSSi.

Last column: Löwdin spin population.
Geometry (Å):
Co 0.263 -0.583 0.256  2.623
C 4.358 -0.008 -1.286  0.002
C 2.897 -0.193 -1.014  0.007
N 2.352 -0.277 0.133  0.035
N 3.093 -0.240 1.263  0.004
C 2.509 -0.462 2.478  0.016
N 3.412 -0.521 3.489  0.007
S 0.882 -0.626 2.730  0.050
C 1.950 -0.354 -2.157  0.005
C 2.369 -0.268 -3.475  0.002
C 1.446 -0.483 -4.488  0.000
C 0.142 -0.789 -4.154  0.003
C -0.197 -0.858 -2.812  0.003
N 0.685 -0.641 -1.839  0.047
H 4.990 -0.304 -0.453  0.000
H 4.569 1.036 -1.530  0.000
H 4.671 -0.624 -2.127  0.000
H 4.093 -0.128 1.204  0.001
H 4.341 -0.863 3.292  0.002
H 3.028 -0.807 4.375  0.001
H 3.397 -0.035 -3.711  0.000
H 1.750 -0.416 -5.525  0.000
H -0.610 -0.970 -4.908  0.000
H -1.200 -1.110 -2.493  0.000
C -5.327 4.440 -0.890  0.000
C -4.455 4.739 0.337  0.000
C -4.124 6.232 0.333  0.000
C -5.252 4.429 1.611  0.000
C -3.196 3.871 0.298  0.003
C -3.306 2.484 0.276  0.001
C -2.161 1.724 0.246  0.003
Br -2.316 -0.184 0.201  0.045
C -0.839 2.218 0.240  0.004
O 0.192 1.419 0.212  0.056
C -0.735 3.630 0.261  0.005
C -1.906 4.389 0.287  0.000
C 0.594 4.417 0.254  0.000
C 0.638 5.305 -1.000  0.000
C 1.873 3.568 0.249  0.000
C 0.655 5.309 1.504  0.000
H -6.231 5.055 -0.874  0.000
H -5.635 3.393 -0.918  0.000
H -4.781 4.654 -1.811  0.000
H -5.052 6.808 0.359  0.000
H -3.576 6.522 -0.567  0.000
H -3.531 6.517 1.204  0.000
H -6.170 5.022 1.642  0.000
H -4.661 4.662 2.500  0.000
H -5.530 3.375 1.661  0.000
H -4.272 1.994 0.282  0.001
H -1.795 5.465 0.302  0.000
H 0.592 4.693 -1.903  0.000
H 1.567 5.882 -1.021  0.000
H -0.195 6.010 -1.031  0.000
H 1.934 2.931 -0.633  0.000
H 1.937 2.924 1.125  0.000
H 2.726 4.255 0.251  0.000
H -0.170 6.022 1.542  0.000
H 1.589 5.878 1.514  0.000
H 0.614 4.700 2.409  0.000
C -1.662 -4.931 -3.504  0.003
C -2.398 -4.202 -2.576  0.000
C -1.777 -3.692 -1.445  0.003
C -0.413 -3.887 -1.190  0.005
C 0.297 -4.646 -2.127  0.003
C -0.313 -5.157 -3.270  0.000
Si 0.314 -3.011 0.342  0.027
C -0.527 -3.923 1.776  0.008
C -1.516 -3.310 2.546  0.001
C -2.183 -3.996 3.557  0.000
C -1.865 -5.319 3.824  0.000
C -0.885 -5.955 3.070  0.000
C -0.233 -5.264 2.059  0.002
C 2.156 -3.469 0.483  0.005
C 2.760 -3.647 1.737  0.004
C 4.140 -3.738 1.886  0.000
C 4.972 -3.662 0.776  0.004
C 4.404 -3.495 -0.483  0.000
C 3.025 -3.393 -0.620  0.004
H -2.139 -5.326 -4.392  0.000
H -3.458 -4.035 -2.732  0.000
H -2.380 -3.135 -0.730  0.000
H 1.347 -4.863 -1.964  0.000
H 0.267 -5.743 -3.974  0.000
H -1.772 -2.270 2.364  0.000
H -2.948 -3.493 4.138  0.000
H -2.377 -5.855 4.614  0.000
H -0.636 -6.991 3.266  0.000
H 0.515 -5.784 1.468  0.000
H 2.133 -3.698 2.621  0.000
H 4.567 -3.888 2.872  0.000
H 6.045 -3.756 0.886  0.000
H 5.041 -3.451 -1.360  0.000
H 2.614 -3.242 -1.615  0.000

Values from the calculation:
LUMO energy (spin up / spin down): -0.4490 / -0.4192 eV
calculated total energy: -176602.4282 eV
Kohn-Sham gap (spin up / spin down): 5.75 / 6.64 eV
HOMO (spin up / spin down): -6.1984 / -7.0549 eV
2S+1: 4
energy relative to the best compared isomer or geometry (same formula, charge and spin): 57.8 kJ/mol